# 1
ORCA calculation (ωB97M-V/def2-TZVPD) on a gas-phase ion, C4H10N2O2 (charge +2) in a non-equilibrium geometry.

XYZ file:
```
18
Properties=species:S:1:pos:R:3
N 2.785 -0.162 0.047
C 1.417 -0.757 -0.100
C 0.464 0.475 0.141
O 0.932 1.548 0.381
C -1.252 0.420 0.008
N -1.965 1.702 0.128
C -2.009 -0.622 -0.313
O -3.316 -0.566 -0.461
H 2.556 0.705 0.732
H 2.951 0.228 -0.946
H 3.607 -0.776 0.180
H 1.135 -1.533 0.781
H 1.370 -1.235 -1.061
H -1.863 2.043 1.035
H -2.931 1.298 0.111
H -1.788 2.488 -0.493
H -1.510 -1.643 -0.199
H -3.683 -1.319 -0.977
```

Energy relative to the best compared isomer or geometry (same formula, charge and spin) (kcal per mole): 0.00
SMILES: [NH3+]CC(=O)/C([NH3+])=C/O
Total charge: +2



# 2
ORCA calculation (ωB97M-V/def2-TZVPD) on a molecular structure, C22H21I2InN2O in a non-equilibrium geometry.

XYZ file:
```
49
Properties=species:S:1:pos:R:3
C 1.809 -3.596 -3.200
I 1.951 -2.172 -1.566
H 2.757 -3.498 -3.722
H 0.974 -3.426 -3.868
H 1.807 -4.529 -2.655
C -1.710 2.527 -2.903
C -0.456 1.043 -1.746
N -1.616 1.758 -1.750
H -0.268 2.639 -4.583
I 2.843 1.180 0.113
N 0.165 1.394 -2.897
H -2.531 3.176 -3.133
In 0.363 -0.240 -0.165
C -0.853 -3.476 -1.630
O -1.397 -4.353 -2.117
C -0.598 2.285 -3.629
C 1.421 0.901 -3.427
H 2.253 1.420 -2.945
H 1.405 1.109 -4.499
H 1.526 -0.168 -3.247
C -2.644 1.734 -0.730
H -3.646 1.691 -1.181
H -2.618 2.645 -0.117
H -2.504 0.867 -0.073
C -0.697 -0.565 1.646
C -0.621 -0.478 2.893
C -0.460 -0.351 4.286
C 0.879 -0.364 4.887
C 1.144 -0.803 6.210
C 2.437 -0.804 6.731
C 3.511 -0.346 5.964
C 3.275 0.072 4.647
C 1.991 0.058 4.117
C -1.633 -0.153 5.124
C -1.614 0.432 6.430
C -2.762 0.463 7.219
C -3.976 -0.040 6.730
C -4.036 -0.507 5.405
C -2.901 -0.499 4.602
H 0.324 -1.186 6.814
H 2.595 -1.137 7.755
H 4.514 -0.312 6.385
H 4.113 0.379 4.025
H 1.833 0.410 3.095
H -0.716 0.925 6.814
H -2.740 0.889 8.227
H -4.878 -0.049 7.346
H -4.985 -0.849 4.984
H -2.956 -0.752 3.545
```

Electronic energy (eV): -49552.9688
Total charge: -2



# 3
ORCA calculation (ωB97M-V/def2-TZVPD) on a gas-phase ion, C17H22N3O2 (charge +1) in a non-equilibrium geometry.

XYZ file:
```
44
Properties=species:S:1:pos:R:3
C 4.303 0.578 0.160
C 2.932 0.506 1.111
C 1.698 1.006 0.152
C 1.680 2.638 -0.217
C 2.832 3.673 0.340
O 2.883 3.976 1.659
O 3.867 4.333 -0.503
C 0.407 3.100 -1.197
C -0.662 1.975 -1.732
N -0.599 0.474 -1.390
C -1.660 -0.396 -2.028
C -2.596 -1.238 -0.977
C -2.960 -0.452 0.414
C -4.334 0.419 0.167
N -4.721 1.007 1.519
C 0.526 0.016 -0.489
C 0.659 -1.600 -0.063
C 0.343 -1.920 1.472
C 0.386 -3.461 2.000
C 0.766 -4.464 0.773
C 1.076 -3.858 -0.678
N 1.054 -2.465 -1.206
H 4.788 -0.479 -0.021
H 4.035 1.004 -0.915
H 5.133 1.277 0.601
H 2.820 -0.584 1.526
H 3.123 1.287 1.980
H 3.401 5.180 -0.825
H 0.352 4.234 -1.486
H -1.543 2.365 -2.435
H -1.118 -1.128 -2.776
H -2.405 0.296 -2.653
H -1.985 -2.228 -0.711
H -3.550 -1.599 -1.559
H -2.079 0.151 0.894
H -3.249 -1.296 1.207
H -4.178 1.218 -0.677
H -5.227 -0.283 -0.188
H -3.909 1.652 1.753
H -4.732 0.204 2.212
H 0.078 -1.053 2.223
H 0.172 -3.773 3.107
H 0.813 -5.627 0.958
H 1.384 -4.666 -1.505
```

Energy relative to the best compared isomer or geometry (same formula, charge and spin) (kcal per mole): 412.59
SMILES: CCc1c(C(=O)O)cc[n+](CCCCN)c1-c1ccccn1
Total charge: +1